No. 1
Computed, not measured: C21H22FeN7O4S2 as an isolated structure, with ωB97M-V with the def2-TZVPD basis set.

Values from the calculation:
relative energy (zero: lowest compared OMol25 entry of this formula, charge and spin)	0.0	kcal per mole
molar mass	556.43	u
net charge	-1
highest occupied orbital energy	-5.0	eV
electronic energy	-3558.002943	hartree
gap between HOMO and LUMO	6.966	eV

Last column: Mulliken charge in e.
Element x y z (Å)
1 Fe -0.152 -0.459 0.916  0.15
2 C 5.000 -0.575 -1.935  -1.08
3 C 3.767 -1.059 -2.687  -0.39
4 N 2.846 -1.799 -1.842  -0.12
5 C 1.939 -1.204 -1.024  0.25
6 S 0.742 -2.201 -0.295  -0.60
7 N 2.077 0.107 -0.872  -1.53
8 N 1.146 0.618 -0.029  1.36
9 C 1.130 1.893 0.187  1.12
10 C 2.067 2.872 -0.441  -1.99
11 C 0.099 2.324 1.136  0.37
12 C -0.112 3.653 1.486  -0.97
13 C -1.106 3.959 2.400  -0.52
14 C -1.857 2.934 2.953  -1.00
15 C -1.585 1.632 2.561  -0.16
16 N -0.647 1.335 1.669  0.61
17 H 5.641 0.016 -2.593  0.31
18 H 5.578 -1.419 -1.556  0.33
19 H 4.700 0.045 -1.092  0.26
20 H 4.066 -1.730 -3.495  0.42
21 H 3.247 -0.209 -3.135  0.25
22 H 2.636 -2.753 -2.074  0.25
23 H 2.778 2.341 -1.067  0.40
24 H 2.610 3.433 0.322  0.35
25 H 1.521 3.591 -1.058  0.36
26 H 0.499 4.431 1.049  0.47
27 H -1.283 4.988 2.687  0.42
28 H -2.628 3.125 3.685  0.44
29 H -2.131 0.794 2.974  0.41
30 O 3.786 -0.368 6.574  -0.73
31 C 2.786 -1.101 6.436  0.41
32 O 2.223 -1.873 7.230  -0.71
33 C 2.127 -1.015 5.038  0.34
34 C 2.837 -0.528 3.949  -0.97
35 C 2.227 -0.437 2.712  -0.18
36 N 0.952 -0.776 2.522  0.44
37 C 0.258 -1.263 3.564  0.91
38 C 0.811 -1.407 4.822  -0.91
39 C -1.175 -1.618 3.253  0.03
40 O -1.957 -1.971 4.120  -0.76
41 O -1.474 -1.472 1.997  -0.79
42 H 3.859 -0.204 4.095  0.47
43 H 2.760 -0.078 1.838  0.43
44 H 0.224 -1.824 5.628  0.58
45 C -4.523 1.966 -1.444  -0.93
46 N -4.463 1.001 -0.370  0.19
47 C -5.461 0.776 0.567  -0.35
48 C -4.993 -0.155 1.423  -0.69
49 N -3.732 -0.503 0.998  0.20
50 C -3.386 0.220 -0.082  0.33
51 S -1.921 0.160 -0.931  -0.59
52 H -5.458 1.854 -1.992  0.35
53 H -3.683 1.781 -2.109  0.30
54 H -4.448 2.981 -1.052  0.32
55 H -6.407 1.284 0.521  0.47
56 H -5.445 -0.611 2.285  0.45
57 H -2.997 -1.059 1.512  0.25

---

No. 2
Computed, not measured: C21H22I2IrN2OP as an isolated structure, with ωB97M-V with the def2-TZVPD basis set.

Values from the calculation:
relative energy (zero: lowest compared OMol25 entry of this formula, charge and spin)	0.6	kcal per mole
molar mass	795.42	u
net charge	+2
highest occupied orbital energy	-12.9	eV
electronic energy	-2038.744272	hartree
gap between HOMO and LUMO	5.518	eV

Last column: Mulliken charge in e.
Element x y z (Å)
1 Ir -0.226 0.264 -0.368  1.30
2 I -0.317 5.595 5.092  0.18
3 C -0.018 4.365 3.447  -0.53
4 C 0.773 4.794 2.385  -0.22
5 C 0.957 3.973 1.289  -0.19
6 I 2.163 4.602 -0.289  0.10
7 C 0.357 2.710 1.218  0.36
8 O 0.553 2.001 0.090  -0.81
9 C -0.415 2.272 2.304  0.62
10 C -0.983 0.882 2.391  -0.80
11 N -1.597 0.414 1.112  -0.65
12 C -2.276 -0.905 1.261  -0.72
13 C -2.449 -1.554 -0.086  0.73
14 C -3.497 -2.399 -0.389  -0.92
15 C -3.561 -2.960 -1.658  -0.32
16 C -2.585 -2.640 -2.590  -0.94
17 C -1.570 -1.779 -2.226  0.06
18 N -1.492 -1.258 -0.992  -0.04
19 C -0.599 3.112 3.402  -0.91
20 H 1.243 5.767 2.412  0.38
21 H -1.748 0.853 3.170  0.57
22 H -0.225 0.136 2.645  0.32
23 H -2.294 1.117 0.845  0.48
24 H -3.234 -0.787 1.768  0.60
25 H -1.633 -1.517 1.897  0.24
26 H -4.255 -2.610 0.353  0.49
27 H -4.374 -3.625 -1.918  0.45
28 H -2.612 -3.039 -3.593  0.45
29 H -0.795 -1.485 -2.920  0.41
30 H -1.202 2.772 4.235  0.44
31 C 2.642 -0.185 1.350  -1.02
32 P 1.459 -0.980 0.267  1.22
33 C 1.277 -2.698 0.738  -1.35
34 C 1.799 -0.787 -1.473  0.42
35 C 1.781 -1.889 -2.358  -0.82
36 C 1.821 -1.671 -3.713  -0.63
37 C 1.820 -0.364 -4.226  -0.52
38 C 1.819 0.718 -3.377  -1.02
39 C 1.830 0.526 -1.988  0.07
40 H 2.751 0.860 1.061  0.24
41 H 3.604 -0.696 1.276  0.49
42 H 2.291 -0.240 2.382  0.41
43 H 2.229 -3.217 0.606  0.50
44 H 0.503 -3.187 0.148  0.40
45 H 1.010 -2.745 1.796  0.39
46 H 1.774 -2.903 -1.978  0.41
47 H 1.858 -2.513 -4.392  0.44
48 H 1.844 -0.211 -5.297  0.45
49 H 1.852 1.726 -3.770  0.49
50 H 1.946 1.386 -1.339  0.31

---

No. 3
Computed, not measured: C21H22IN7OPdTe as an isolated structure at a distorted geometry, with ωB97M-V with the def2-TZVPD basis set.

Values from the calculation:
relative energy (zero: lowest compared OMol25 entry of this formula, charge and spin)	0.7	kcal per mole
molar mass	749.38	u
net charge	-2
highest occupied orbital energy	0.3	eV
electronic energy	-1965.571982	hartree
gap between HOMO and LUMO	3.177	eV

Last column: Mulliken charge in e.
Element x y z (Å)
1 Pd 0.603 1.755 0.022  0.36
2 I 7.902 4.535 -0.948  -1.05
3 C 5.074 2.417 -0.258  -0.57
4 C 4.913 1.092 0.113  -0.34
5 N 3.576 0.754 0.221  -0.21
6 N 2.813 1.820 -0.068  0.25
7 C 3.708 2.795 -0.347  -0.72
8 H 5.650 0.322 0.318  0.36
9 H 3.133 -0.112 0.475  0.05
10 H 3.319 3.772 -0.610  0.31
11 N 0.958 7.932 0.017  -0.53
12 C 0.804 6.557 -0.001  1.04
13 C 0.502 5.849 1.160  -0.69
14 C 0.393 4.477 1.107  -0.41
15 N 0.597 3.776 -0.011  0.07
16 C 0.885 4.450 -1.125  -0.54
17 C 0.989 5.823 -1.169  -0.48
18 H 0.483 8.409 0.764  0.22
19 H 0.859 8.387 -0.875  0.22
20 H 0.350 6.366 2.099  0.28
21 H 0.136 3.901 1.982  0.37
22 H 1.031 3.856 -2.015  0.40
23 H 1.224 6.316 -2.103  0.31
24 C -5.073 -3.305 -2.162  -1.35
25 C -4.030 -3.734 -1.164  0.78
26 C -3.522 -5.027 -1.152  -0.74
27 C -2.548 -5.408 -0.239  -0.67
28 C -2.060 -4.501 0.693  0.52
29 N -1.085 -4.966 1.611  -0.06
30 C -0.390 -4.285 2.593  0.26
31 O -0.100 -4.828 3.644  -0.71
32 N -0.053 -2.981 2.334  -0.01
33 C 0.245 -2.353 1.103  -0.04
34 C 0.534 -3.031 -0.069  0.01
35 C 0.846 -2.283 -1.192  -1.00
36 C 0.872 -0.904 -1.118  -0.43
37 N 0.577 -0.259 0.011  0.20
38 C 0.264 -0.967 1.092  -0.41
39 C -2.577 -3.207 0.702  -0.24
40 C -3.536 -2.835 -0.224  -0.89
41 H -5.474 -4.162 -2.704  0.34
42 H -4.646 -2.611 -2.889  0.30
43 H -5.898 -2.790 -1.668  0.34
44 H -3.885 -5.752 -1.872  0.28
45 H -2.157 -6.420 -0.252  0.35
46 H -1.097 -5.956 1.791  0.23
47 H 0.259 -2.495 3.160  0.27
48 H 0.515 -4.110 -0.109  0.53
49 H 1.086 -2.772 -2.125  0.39
50 H 1.089 -0.285 -1.975  0.48
51 H -0.010 -0.393 1.967  0.45
52 H -2.243 -2.480 1.427  0.61
53 H -3.902 -1.814 -0.205  0.42
54 Te -1.903 1.666 0.242  -0.88

---

No. 4
Computed, not measured: C21H22LaN as an isolated structure, with ωB97M-V with the def2-TZVPD basis set.

Values from the calculation:
molar mass	427.32	u
net charge	+2
highest occupied orbital energy	-14.5	eV
electronic energy	-899.230346	hartree
gap between HOMO and LUMO	6.960	eV

Last column: Mulliken charge in e.
Element x y z (Å)
1 La 0.022 0.265 0.162  1.67
2 C 1.170 4.019 3.181  -1.71
3 C 2.047 3.062 2.376  1.20
4 C 3.509 3.519 2.397  -1.44
5 C 1.545 2.869 0.947  0.15
6 C 2.367 2.299 -0.044  -0.52
7 C 1.946 2.173 -1.367  -0.90
8 C 0.674 2.600 -1.776  0.69
9 C 0.245 2.522 -3.217  -1.18
10 C -0.157 3.150 -0.790  -1.06
11 C 0.271 3.287 0.535  -0.34
12 H 1.603 4.163 4.169  0.41
13 H 0.156 3.646 3.333  0.40
14 H 1.109 4.999 2.704  0.43
15 H 2.002 2.080 2.870  0.05
16 H 3.636 4.444 1.833  0.39
17 H 4.198 2.775 1.999  0.39
18 H 3.812 3.712 3.425  0.42
19 H 3.375 1.995 0.207  0.31
20 H 2.636 1.778 -2.105  0.51
21 H 1.099 2.655 -3.879  0.40
22 H -0.491 3.290 -3.447  0.40
23 H -0.206 1.557 -3.465  0.22
24 H -1.128 3.541 -1.073  0.49
25 H -0.386 3.778 1.241  0.45
26 C 1.565 -3.540 -2.107  -0.83
27 C 0.769 -4.583 -1.639  -0.38
28 C -0.221 -4.327 -0.710  -0.63
29 C -0.426 -3.033 -0.243  1.31
30 N 0.354 -2.021 -0.705  -0.33
31 C 1.318 -2.285 -1.611  0.13
32 C -1.458 -2.649 0.749  0.36
33 C -2.329 -3.575 1.305  -0.67
34 C -3.279 -3.158 2.233  -0.69
35 C -3.365 -1.827 2.606  -1.00
36 C -2.487 -0.908 2.041  0.05
37 C -1.519 -1.284 1.108  -0.29
38 H 2.348 -3.701 -2.833  0.43
39 H 0.924 -5.591 -1.999  0.47
40 H -0.838 -5.134 -0.346  0.36
41 H 1.916 -1.441 -1.950  0.36
42 H -2.296 -4.623 1.041  0.34
43 H -3.955 -3.885 2.662  0.43
44 H -4.108 -1.513 3.327  0.41
45 H -2.580 0.133 2.353  0.32